DFT (ωB97M-V/def2-TZVPD) results for C31H25N4O4PPtS as an isolated structure in a non-equilibrium geometry.

Each line ends with the Löwdin charge.
Positions of all 67 atoms, in Å:
Pt (0.3703, 0.0332, 0.1862)  1.07
O (-2.4265, -0.4425, -2.8156)  0.08
C (-1.6466, -0.0222, -1.9648)  -0.55
N (-1.2443, -0.6206, -0.8491)  -0.13
C (-1.8390, -1.9214, -0.5608)  -0.11
C (-1.4441, -2.4614, 0.7977)  -0.28
C (-1.9852, -3.6525, 1.2592)  0.00
C (-1.5959, -4.1195, 2.5028)  -0.03
C (-0.6828, -3.3873, 3.2506)  -0.03
C (-0.1871, -2.2148, 2.7165)  -0.11
N (-0.5623, -1.7665, 1.5146)  0.00
C (-1.1032, 1.3907, -2.1319)  -0.10
C (-1.8656, 2.4592, -1.6851)  0.02
C (-1.4078, 3.7518, -1.8353)  0.03
C (-0.1633, 3.9729, -2.4239)  0.02
C (0.5339, 2.9003, -2.9041)  0.01
N (0.0525, 1.6384, -2.7770)  0.04
H (-1.5605, -2.6513, -1.3325)  0.13
H (-2.9265, -1.8266, -0.6241)  0.15
H (-2.6975, -4.2003, 0.6559)  0.13
H (-2.0016, -5.0458, 2.8874)  0.12
H (-0.3578, -3.7208, 4.2257)  0.12
H (0.5459, -1.6172, 3.2440)  0.12
H (-2.8184, 2.2433, -1.2221)  0.15
H (-2.0050, 4.5874, -1.4950)  0.14
H (0.2501, 4.9650, -2.5313)  0.14
H (1.4854, 3.0004, -3.4073)  0.16
O (2.7880, -1.3968, 0.9962)  -0.36
S (3.2617, -0.0212, 1.0828)  0.50
O (4.1474, 0.2999, 2.1447)  -0.22
O (2.0631, 0.9087, 0.9861)  -0.50
C (4.0211, 0.2140, -0.4971)  -0.25
C (5.2534, 0.8216, -0.6293)  -0.01
C (5.8267, 0.9278, -1.8913)  -0.02
C (5.1679, 0.4213, -3.0010)  -0.04
C (3.9231, -0.1823, -2.8624)  -0.10
C (3.3261, -0.2833, -1.6089)  -0.30
P (1.7118, -1.0923, -1.3550)  1.00
C (1.9588, -2.8798, -1.3856)  -0.35
C (1.5512, -3.6739, -0.3190)  -0.07
C (1.7699, -5.0437, -0.3585)  -0.04
C (2.4056, -5.6180, -1.4484)  -0.04
C (2.8311, -4.8250, -2.5079)  -0.05
C (2.6095, -3.4597, -2.4774)  -0.09
C (0.8156, -0.7913, -2.9235)  -0.21
C (0.7666, 0.5789, -3.5605)  -0.18
C (0.1184, 0.6475, -4.9140)  0.08
C (-0.5875, -0.3761, -5.4184)  0.01
C (-0.6530, -1.5799, -4.6681)  0.10
C (0.1019, -1.7984, -3.5094)  -0.05
H (5.7626, 1.1801, 0.2558)  0.13
H (6.7987, 1.3884, -2.0031)  0.12
H (5.6298, 0.4774, -3.9776)  0.12
H (3.4457, -0.6011, -3.7428)  0.11
H (1.1054, -3.2219, 0.5524)  0.08
H (1.4609, -5.6583, 0.4762)  0.12
H (2.5857, -6.6844, -1.4691)  0.12
H (3.3433, -5.2700, -3.3501)  0.12
H (2.9580, -2.8509, -3.3039)  0.10
H (1.8034, 0.9238, -3.6258)  0.14
H (0.1847, 1.5976, -5.4324)  0.15
H (-1.1102, -0.2967, -6.3608)  0.14
H (-1.2641, -2.3917, -5.0460)  0.15
H (0.1041, -2.7858, -3.0663)  0.12
N (-1.2971, 2.2198, 1.7391)  0.23
C (-0.6967, 1.4481, 1.1307)  -0.17
H (-1.8000, 2.8412, 2.3440)  0.13

Cartesian forces, eV/Å:
0.14 0.81 -1.10
0.01 -0.03 -0.04
-0.01 -0.01 0.20
-0.23 -0.08 -0.10
0.03 -0.05 -0.01
-0.02 0.18 0.06
-0.01 0.02 0.00
0.01 -0.02 0.02
-0.02 -0.05 0.02
0.01 -0.02 -0.07
-0.07 -0.22 0.10
-0.10 0.00 0.04
0.02 -0.02 -0.01
0.01 0.00 0.00
0.01 0.00 0.00
0.03 0.02 0.07
0.14 0.00 -0.11
0.02 0.01 0.01
0.00 -0.04 -0.03
-0.01 0.00 0.00
0.00 0.00 0.00
0.00 0.00 0.00
0.01 0.00 0.00
0.00 0.01 0.00
0.00 0.00 0.01
0.00 0.00 0.00
0.00 0.01 0.00
0.03 0.07 0.05
0.03 -0.73 0.12
0.04 0.47 -0.15
-0.17 -0.14 0.41
-0.09 0.04 -0.11
0.01 -0.06 0.01
0.01 0.00 -0.01
0.00 0.01 0.01
0.01 0.02 -0.02
-0.02 0.06 0.00
0.22 -0.08 0.47
0.02 0.02 -0.02
-0.02 0.00 -0.02
0.00 0.00 0.00
0.00 -0.01 0.01
-0.01 0.00 -0.01
0.02 0.01 -0.02
-0.12 0.01 0.03
-0.09 -0.02 0.05
-0.02 -0.05 -0.04
0.11 0.03 -0.02
-0.07 0.00 0.08
0.07 -0.04 -0.08
0.00 0.01 0.00
0.00 0.00 0.00
0.00 0.00 0.00
0.01 -0.01 0.01
0.01 0.01 0.02
0.00 0.00 0.00
0.00 0.00 0.00
0.00 0.00 0.00
0.01 0.00 0.01
0.01 -0.01 -0.08
-0.03 0.01 0.02
0.00 0.00 0.00
-0.03 0.01 0.03
0.02 -0.01 -0.04
-0.01 0.00 -0.05
0.08 -0.17 0.32
0.03 0.01 0.01

total charge: +2
energy above the lowest of the compared OMol25 structures with the same formula, charge and spin: 1.306 eV
max |F|: 1.4 eV/Å
E_HOMO (spin up / spin down): -13.6 / -13.6 eV
E_LUMO (spin up / spin down): -0.32449 / -0.32462 hartree
frontier orbital gap (spin up / spin down): 4.8 / 4.8 eV